# 1
ORCA calculation (wB97M-V/def2-TZVPD) on a structure of composition C11H13ClN2O2Pt in a non-equilibrium geometry.

Geometry (Å):
Cl: 1.4014 -2.9408 -2.7728
C: 1.0225 1.5389 -2.2746
C: -0.2027 1.9917 -1.7334
C: -1.2451 1.1371 -2.1330
H: -0.3292 2.8957 -1.1483
C: -0.7028 0.0793 -2.9653
C: 0.7630 0.3856 -3.1015
H: 1.3738 -0.0813 -3.8680
H: 1.9863 2.0228 -2.1883
H: -2.3128 1.2479 -1.9420
C: -1.4518 -0.8385 -3.8661
Pt: 0.4396 -0.8836 -1.3820
C: -0.8724 -1.9748 -0.5086
O: -1.6091 -2.6345 0.0835
C: 1.8919 -0.9125 -0.1613
O: 2.6998 -0.9470 0.6683
H: -2.3264 -1.2457 -3.3437
H: -0.8028 -1.6708 -4.1548
H: -1.8020 -0.3122 -4.7632
C: -0.9706 0.0709 4.4120
N: 0.1366 0.3276 3.4955
C: 1.4992 0.4243 4.0109
C: -0.0825 0.4249 2.2097
N: -0.2845 0.5274 1.0539
H: -0.5624 0.0142 5.4239
H: -1.4747 -0.8736 4.1636
H: -1.7147 0.8773 4.3576
H: 2.1457 -0.3267 3.5381
H: 1.9223 1.4156 3.7996
H: 1.4646 0.2608 5.0904

* highest occupied orbital energy (alpha / beta): -14.396 / -16.221 eV
* relative energy (zero: lowest compared OMol25 entry of this formula, charge and spin): 0.000 eV
* 2S+1: 5
* DFT total energy: -1265.61703 Ha
* expectation value of S²: 6.043
* total charge: +2
* largest force on an atom: 5.0 eV Å⁻¹
* LUMO level (alpha / beta): -0.245 / -0.436 Eh


# 2
ORCA calculation (wB97M-V/def2-TZVPD) on the molecule C11H13ClSi in a non-equilibrium geometry.

Geometry (Å):
C: 3.7457 -1.0891 -0.3734
C: 3.6793 -0.6202 1.0210
C: 2.6088 -1.1706 -1.0871
C: 2.7351 0.2511 1.4072
C: 1.3585 -0.5898 -0.5665
C: 1.6055 0.5572 0.4825
C: 0.1882 -0.7593 -1.1262
C: -0.8983 0.8036 0.4813
C: 0.2565 0.9753 1.0336
C: -3.0367 1.6269 -1.1982
C: -3.2299 -1.2578 0.2533
Si: -2.6988 0.5706 0.3438
Cl: 2.1910 2.1663 -0.5148
H: 4.6854 -1.3966 -0.7429
H: 4.5209 -0.7959 1.7575
H: 2.5013 -1.5502 -2.0703
H: 2.5985 0.7700 2.3220
H: -0.4543 -1.4365 -1.6102
H: 0.4625 1.6367 1.9932
H: -4.0902 1.5292 -1.4915
H: -2.9162 2.5879 -0.9279
H: -2.1915 1.1646 -1.9028
H: -4.3738 -1.2728 0.4837
H: -3.0642 -1.7933 -0.6038
H: -2.6540 -1.8174 0.9893
H: -3.5294 0.9097 1.6472

* highest occupied orbital energy (alpha / beta): -8.389 / -8.491 eV
* relative energy (zero: lowest compared OMol25 entry of this formula, charge and spin): 6.691 eV
* 2S+1: 1
* DFT total energy: -1176.40660 Ha
* largest force on an atom: 4.9 eV Å⁻¹
* LUMO level (alpha / beta): -0.020 / -0.021 Eh


# 3
ORCA calculation (wB97M-V/def2-TZVPD) on a cluster of 3 separate species, C11H13F6INO6 in total in a non-equilibrium geometry.

Geometry (Å):
C: 0.4011 -1.2136 2.9152
C: 0.7187 0.0055 2.0816
I: 1.8451 -0.6587 0.3449
C: -0.5329 0.8313 1.6155
N: -1.7781 0.1141 1.5464
C: -2.5989 0.2856 2.5920
F: -2.3541 -0.5386 3.7352
F: -2.6520 1.5772 3.1522
C: -4.0767 -0.0002 2.1805
F: -4.1908 -0.7741 1.0656
F: -4.7772 -0.6488 3.1731
H: 1.3238 -1.7764 3.0716
H: -0.2950 -1.8736 2.4148
H: 0.0392 -0.9390 3.8997
H: 1.3718 0.6702 2.6378
H: -0.5487 1.7389 2.2293
H: -0.2962 1.1691 0.6060
H: -4.6021 0.9383 1.9981
C: -3.9755 2.0911 -1.6912
C: -2.6264 1.4374 -1.5089
O: -1.7930 2.5561 -1.2347
C: -2.5621 3.5100 -0.6536
O: -2.1526 4.4707 -0.0946
O: -3.8801 3.2252 -0.8251
F: -2.1994 0.8369 -2.6551
H: -4.1188 2.4312 -2.7195
H: -4.8028 1.4493 -1.4007
H: -2.5745 0.7308 -0.6703
C: 6.1728 -2.5482 -3.2115
C: 4.7241 -2.8560 -2.9107
O: 4.3982 -1.8831 -1.9414
C: 5.2027 -0.7995 -2.1588
O: 5.0377 0.2770 -1.7092
O: 6.2298 -1.1402 -2.9896
F: 4.5721 -4.0944 -2.3787
H: 6.8364 -3.0588 -2.5118
H: 6.4639 -2.7899 -4.2306
H: 4.0504 -2.7526 -3.7632

* highest occupied orbital energy: -4.144 eV
* relative energy (zero: lowest compared OMol25 entry of this formula, charge and spin): 0.000 eV
* 2S+1: 1
* DFT total energy: -1830.11698 Ha
* total charge: -1
* largest force on an atom: 1.9 eV Å⁻¹
* LUMO level: 0.081 Eh


# 4
ORCA calculation (wB97M-V/def2-TZVPD) on the molecule C11H13FO2S in a non-equilibrium geometry.

Geometry (Å):
C: 4.6720 0.2317 0.5570
C: 4.2398 -1.1090 0.3807
C: 3.8389 1.2835 0.1836
C: 2.9593 -1.2726 -0.1850
C: 2.5150 1.1149 -0.2159
C: 2.1521 -0.1650 -0.4185
C: -1.9463 -0.8398 0.4477
C: -3.6647 -0.6322 -1.1872
C: -3.5519 1.1163 0.7074
C: -2.7938 0.1816 -0.1685
C: -0.4942 -0.4373 0.6339
O: -2.3142 -1.9443 0.7708
O: -0.0478 0.7911 -1.5318
F: 0.0892 -1.2751 1.5241
S: 0.4507 -0.4911 -1.0305
H: 5.6662 0.3911 0.6312
H: 5.0589 -1.8370 0.5885
H: 4.1567 2.2979 0.3966
H: 2.3474 -2.1750 -0.3106
H: 1.7908 1.8879 -0.3457
H: -3.5161 -1.6973 -0.9471
H: -3.3655 -0.3916 -2.2213
H: -4.6908 -0.3562 -1.2305
H: -3.7887 2.0668 0.1534
H: -4.5289 0.5462 0.8364
H: -2.9288 1.2722 1.6785
H: -2.0518 0.7825 -0.6905
H: -0.2538 0.6598 0.9932

* highest occupied orbital energy: -9.420 eV
* relative energy (zero: lowest compared OMol25 entry of this formula, charge and spin): 0.000 eV
* 2S+1: 1
* DFT total energy: -1075.38196 Ha
* largest force on an atom: 4.4 eV Å⁻¹
* LUMO level: -0.001 Eh


# 5
ORCA calculation (wB97M-V/def2-TZVPD) on a structure of composition C11H13HfN5OSbSe4 in a non-equilibrium geometry.

Geometry (Å):
Hf: 0.0148 -0.0613 0.2517
Se: -2.2315 2.7534 2.3300
Sb: 0.0908 2.2677 2.2100
Se: 0.2119 -0.4272 2.6369
Se: 0.5023 2.1951 -0.4806
Se: 2.1112 3.0778 3.0753
C: 0.9583 -3.0999 -1.2728
C: 2.0688 -2.2305 -0.7921
N: 1.9264 -1.0120 -0.2767
C: 3.1907 -0.5308 0.0544
C: 4.0894 -1.4683 -0.2862
N: 3.3692 -2.5385 -0.8181
C: 3.9493 -3.7736 -1.3888
N: 3.6108 -3.9186 -2.7639
N: 2.7128 -4.8902 -3.1302
N: 2.5621 -4.8427 -4.4004
C: 3.3594 -3.8080 -4.8949
C: 3.5260 -3.3570 -6.2080
C: 4.3777 -2.2944 -6.4031
C: 5.0554 -1.6868 -5.3207
C: 4.8975 -2.1257 -4.0243
C: 4.0297 -3.2125 -3.8510
H: -0.0014 -2.7479 -0.8846
H: 1.0639 -4.1278 -0.9331
H: 0.8982 -3.1192 -2.3594
H: 3.3340 0.4337 0.5094
H: 5.1656 -1.4876 -0.1980
H: 3.5689 -4.6421 -0.8679
H: 5.0224 -3.7131 -1.2489
H: 3.0031 -3.8312 -7.0307
H: 4.5404 -1.9130 -7.4037
H: 5.7199 -0.8526 -5.5189
H: 5.4253 -1.6565 -3.2023
O: -2.2522 0.1371 0.2903
H: -2.4426 0.9776 0.7884
H: -3.0383 -0.4199 0.2774

* highest occupied orbital energy: -11.079 eV
* 2S+1: 1
* DFT total energy: -10669.85456 Ha
* total charge: +1
* largest force on an atom: 1.2 eV Å⁻¹
* LUMO level: -0.170 Eh


# 6
ORCA calculation (wB97M-V/def2-TZVPD) on a structure of composition C11H13IrN3O5P in a non-equilibrium geometry.

Geometry (Å):
O: 1.9597 -2.1861 0.6138
C: 1.2128 -1.3429 0.3891
Ir: 0.0000 0.0000 0.0000
C: -1.2525 1.2911 -0.4913
O: -2.0215 2.0830 -0.7937
C: -0.5643 -1.0665 -1.7530
O: -1.3292 -0.6686 -2.5929
C: -1.3610 -1.0055 0.7550
O: -2.1863 -1.6391 1.2437
C: 1.2227 0.7727 -1.1583
O: 2.0026 1.2453 -1.8580
H: -0.0954 -2.0720 -1.8732
C: 0.9005 1.6804 5.0597
N: 1.2359 0.4457 4.3309
C: 2.6415 0.5129 3.8443
N: 2.8948 1.7231 3.0152
C: 2.5236 2.9338 3.7673
N: 1.1233 2.8655 4.2161
C: 0.2087 2.8714 3.0712
P: 0.4328 1.4347 1.9517
C: 0.2773 0.1656 3.2417
C: 2.2160 1.6558 1.7027
H: 1.5292 1.7555 5.9741
H: -0.1541 1.6487 5.4158
H: 2.9000 -0.4070 3.2757
H: 3.3242 0.5320 4.7207
H: 2.6898 3.8449 3.1488
H: 3.1890 3.0404 4.6523
H: -0.8432 2.8802 3.4328
H: 0.3505 3.8046 2.4843
H: 0.5242 -0.8262 2.8248
H: -0.7680 0.1145 3.6169
H: 2.4173 2.5590 1.0874
H: 2.6242 0.7817 1.1612

* highest occupied orbital energy (alpha / beta): -15.963 / -21.375 eV
* relative energy (zero: lowest compared OMol25 entry of this formula, charge and spin): 1.124 eV
* 2S+1: 6
* DFT total energy: -1411.66889 Ha
* expectation value of S²: 8.781
* total charge: +3
* largest force on an atom: 7.4 eV Å⁻¹
* LUMO level (alpha / beta): -0.383 / -0.562 Eh


# 7
ORCA calculation (wB97M-V/def2-TZVPD) on a cluster of 2 separate species, C11H13N2O2 in total in a non-equilibrium geometry.

Geometry (Å):
C: 2.8984 -0.2463 2.3684
C: 1.6847 0.6292 2.4264
C: 3.2106 -0.8663 1.2775
C: 1.1001 0.9154 1.2437
C: 1.3976 0.3261 -0.0091
C: 2.5441 -0.6127 0.0620
C: 0.2115 3.1870 1.1030
C: -1.7088 0.6178 -2.0477
C: -0.1238 1.8819 1.1919
C: -1.1631 -0.4780 -1.7742
C: -1.2278 -2.3973 -0.2656
N: 2.8852 -1.5358 -0.9553
N: -0.6544 -1.5744 -1.3773
O: 3.9470 -2.0029 -1.2087
O: 1.8754 -1.9347 -1.5563
H: 3.5598 -0.1582 3.2290
H: 1.3571 1.0057 3.4729
H: 3.9023 -1.7063 1.3312
H: -0.3707 4.0317 0.8737
H: 1.1847 3.5569 1.0864
H: -2.4780 0.8593 -2.8042
H: -1.5010 1.4035 -1.3148
H: -1.1165 1.3233 1.1528
H: -1.1054 -1.8655 0.6785
H: -2.2583 -2.6308 -0.3252
H: -0.6225 -3.3114 -0.1286
H: 0.4001 -1.7476 -1.7247
H: 1.0724 0.7731 -0.7823

* highest occupied orbital energy: -13.062 eV
* relative energy (zero: lowest compared OMol25 entry of this formula, charge and spin): 6.514 eV
* 2S+1: 1
* DFT total energy: -686.42711 Ha
* total charge: +1
* largest force on an atom: 10.6 eV Å⁻¹
* LUMO level: -0.159 Eh